# 1
# C46H46N6O5P2Ru

C46H46N6O5P2Ru as an isolated structure at a distorted geometry (ωB97M-V/def2-TZVPD, the Open Molecules 2025 dataset).

The geometry in XYZ format:
```
106
Properties=species:S:1:pos:R:3:forces:R:3
Ru -0.591047 -0.111493 -0.655391 1.966 -1.516 -0.888
O -0.552242 2.497099 0.176453 -0.156 0.647 0.333
C 0.194777 2.753875 1.360216 0.717 -0.830 0.068
C 1.286870 1.557814 1.368839 -0.870 1.915 -0.170
O 2.465223 1.834506 1.498924 0.691 -0.132 0.124
O 0.718868 0.451647 1.274789 -0.690 -1.617 -0.958
C -0.639627 2.600804 2.619331 -0.260 -0.087 0.069
C -1.915630 3.159018 2.670408 0.166 -0.044 0.028
C -2.705436 3.007693 3.796725 -0.203 0.024 -0.003
C -2.228487 2.313506 4.896155 -0.015 -0.012 0.089
C -0.943505 1.798734 4.877951 0.030 0.213 0.027
C -0.154230 1.946068 3.748498 -0.031 0.052 -0.092
C 0.776066 4.143863 1.391443 0.074 0.227 -0.175
C 1.500263 4.547727 2.510227 0.088 0.022 -0.096
C 1.965135 5.843490 2.617879 0.052 0.046 0.111
C 1.697651 6.767199 1.620213 0.009 0.138 -0.089
C 0.995718 6.368827 0.495714 0.090 0.260 -0.003
C 0.547244 5.064801 0.376036 -0.029 -0.301 -0.005
H -1.497223 2.622706 0.338836 0.074 -0.136 -0.135
H -2.296666 3.725532 1.828006 -0.023 0.044 -0.045
H -3.700349 3.430831 3.813535 -0.069 0.031 0.004
H -2.856155 2.166270 5.761332 -0.077 0.031 0.114
H -0.564075 1.262364 5.735230 0.074 -0.090 0.061
H 0.833085 1.508342 3.731939 0.090 -0.062 -0.014
H 1.708461 3.839168 3.295726 0.020 -0.080 0.083
H 2.532352 6.142993 3.489600 0.009 -0.017 0.047
H 2.036357 7.790749 1.720751 0.024 0.007 -0.024
H 0.791037 7.083361 -0.291363 0.004 -0.011 -0.054
H 0.023933 4.753045 -0.515553 -0.087 -0.037 -0.001
C -1.573168 3.039596 -2.546723 0.101 -0.371 -0.229
N -0.892860 1.818909 -2.882536 0.801 0.138 -0.277
P -2.304697 -1.172831 -2.013090 0.895 0.207 0.665
C -2.794276 -2.875242 -1.587980 0.192 0.097 0.013
C -2.382809 -3.933291 -2.396327 0.044 0.165 0.073
C -2.754333 -5.228985 -2.098022 0.078 -0.226 -0.059
C -3.540540 -5.490781 -0.986423 -0.122 0.005 0.003
C -3.987698 -4.440684 -0.200602 -0.055 -0.117 0.116
C -3.613988 -3.142414 -0.498018 0.063 0.178 -0.050
C -3.397692 -0.903097 -3.413099 0.054 0.333 -0.147
C -4.347074 -1.826468 -3.873944 0.188 -0.093 0.240
C -5.143274 -1.526575 -4.960045 -0.228 -0.052 -0.193
C -5.025181 -0.312082 -5.619511 -0.002 -0.003 0.056
C -4.103227 0.616966 -5.158717 -0.240 0.013 -0.266
C -3.311672 0.331063 -4.071638 0.018 -0.041 0.197
P 0.557119 1.347516 -2.346693 -2.601 -0.435 -0.902
C 1.061124 0.145147 -3.636598 0.237 -0.020 0.151
C 2.375999 -0.311872 -3.670333 -0.129 0.032 -0.008
C 2.782324 -1.202858 -4.644255 0.140 -0.155 -0.111
C 1.875810 -1.657000 -5.589337 0.094 -0.135 -0.078
C 0.562028 -1.226853 -5.543131 -0.075 -0.078 -0.131
C 0.152731 -0.331015 -4.571031 0.019 0.061 0.023
C 1.829562 2.618256 -2.778852 -0.014 -0.248 0.921
C 3.012393 2.752601 -2.066251 -0.130 -0.005 -0.078
C 3.985493 3.625214 -2.524163 0.176 0.080 0.047
C 3.763096 4.380860 -3.663377 0.145 0.053 -0.025
C 2.568188 4.267166 -4.356197 0.048 0.065 -0.058
C 1.603865 3.382060 -3.915712 -0.219 -0.058 -0.103
H -2.074168 3.401587 -3.456320 -0.075 0.248 0.154
H -0.917320 3.829425 -2.172912 -0.053 0.199 0.002
H -2.357618 2.852439 -1.802375 -0.120 0.231 0.130
H -1.773626 -3.723418 -3.266838 0.049 -0.040 -0.058
H -2.422331 -6.036483 -2.736003 0.019 -0.083 0.004
H -3.816148 -6.506840 -0.739903 -0.014 -0.046 -0.009
H -4.626257 -4.628028 0.652431 0.016 -0.045 0.037
H -3.970487 -2.323572 0.111776 0.049 0.026 0.115
H -4.454999 -2.780914 -3.379418 -0.063 -0.014 -0.028
H -5.874538 -2.249653 -5.298243 -0.003 -0.049 -0.005
H -5.654157 -0.092581 -6.470167 -0.035 0.024 -0.072
H -4.001684 1.572300 -5.650869 0.006 0.126 -0.062
H -2.588634 1.043927 -3.709450 0.234 0.172 0.031
H 3.080509 0.031473 -2.927299 0.137 0.095 0.048
H 3.808610 -1.542493 -4.680125 0.073 -0.012 0.038
H 2.195276 -2.347242 -6.357708 0.024 -0.055 -0.053
H -0.148001 -1.584253 -6.277770 -0.058 -0.017 -0.023
H -0.869716 0.007546 -4.538472 -0.029 0.129 0.018
H 3.158907 2.169978 -1.168610 0.090 -0.020 0.193
H 4.921718 3.716526 -1.992615 0.058 0.030 0.081
H 4.526687 5.057320 -4.021810 0.061 0.061 0.017
H 2.398274 4.861372 -5.245692 -0.020 -0.009 -0.004
H 0.678149 3.252492 -4.460016 -0.106 -0.008 0.007
C 2.723631 -1.624333 0.513903 0.678 -0.514 0.139
O 1.982408 -1.017021 -0.562055 0.265 -0.038 -0.652
C 0.957272 -1.558906 -1.126804 -2.764 1.308 3.418
C 0.659368 -2.999725 -0.896632 1.039 -0.099 -0.771
H 2.064276 -2.179665 1.179977 -0.045 0.077 -0.169
H 3.176842 -0.796356 1.057845 -0.151 0.012 -0.181
H 3.494896 -2.284913 0.108114 -0.082 0.028 0.026
H 1.551693 -3.582296 -0.658708 -0.048 -0.121 -0.019
H 0.157473 -3.425479 -1.762845 -0.071 0.039 -0.007
H -0.028525 -3.059837 -0.043941 -0.026 0.252 -0.072
N -1.753179 -0.630866 3.130122 0.158 -0.345 -0.170
C -1.079481 -1.597854 2.398379 -0.586 0.282 0.472
O -1.267693 -1.684962 1.164860 0.104 0.150 -0.501
C -0.305110 -2.509023 3.167039 -0.247 0.360 -0.444
C -0.118536 -2.303746 4.528861 0.107 0.204 0.824
N 0.022901 -2.094437 5.657144 -0.038 0.073 0.187
C 0.366209 -3.583472 2.599708 0.179 -0.575 -0.489
N 0.936612 -4.479345 2.145413 0.156 -0.175 -0.169
H -1.868054 0.253772 2.659815 0.151 -0.060 0.040
H -1.448820 -0.529484 4.088447 -0.066 0.066 -0.143
N -4.185915 0.961817 -0.189534 -0.174 -0.129 -0.135
N -2.990971 0.809621 0.585220 0.051 -0.316 0.144
H -4.954911 0.424148 0.220088 0.278 0.053 -0.212
H -3.986160 0.570361 -1.113552 -0.141 0.215 0.309
H -2.820969 -0.166429 0.860132 -0.163 0.299 -0.041
H -3.117084 1.359777 1.432278 0.056 -0.068 -0.142
```
Forces are in eV/Å.

Frontier orbital gap (alpha / beta)   5.955 / 5.126 eV
Total charge   -1
F_max   4.6 eV/A
2S+1   2

---

# 2
# C46H47AsI2IrNO7PS

C46H47AsI2IrNO7PS as an isolated structure at a distorted geometry (ωB97M-V/def2-TZVPD, the Open Molecules 2025 dataset).

The geometry in XYZ format:
```
107
Properties=species:S:1:pos:R:3:forces:R:3
Ir 1.033373 1.209219 -0.343756 0.531 -0.747 -1.746
I 1.635259 0.472520 2.322723 -0.305 0.310 -0.588
C 3.336153 1.730079 2.113520 0.102 0.167 0.139
I 3.733279 2.037325 0.051328 -0.477 -0.377 -0.089
H 4.189898 1.254021 2.581318 -0.003 -0.031 0.012
H 3.090925 2.684219 2.565275 -0.045 0.010 -0.018
C -5.819049 1.647287 -0.305198 -0.062 0.055 0.234
O -5.375092 1.866673 -1.652560 0.071 -0.060 -0.027
C -4.095210 1.742376 -1.931821 -0.010 0.069 -0.025
C -3.740504 1.966813 -3.291368 -0.103 0.003 -0.061
C -2.443490 1.895272 -3.656188 -0.001 0.099 -0.042
C -1.415688 1.564976 -2.718602 0.193 0.191 0.056
C -0.089553 1.443631 -3.119626 -0.312 0.006 -0.271
C 0.346972 1.825085 -4.503878 0.208 -0.326 0.068
O 0.847329 0.961764 -2.384092 1.127 0.784 0.392
C -1.783185 1.336907 -1.368288 -0.209 0.003 -0.102
O -0.945103 1.043011 -0.390680 0.024 -0.210 1.032
C -3.118993 1.433172 -0.995117 0.042 -0.258 0.335
H -6.897748 1.750753 -0.327933 -0.004 0.009 -0.064
H -5.390000 2.389316 0.369477 0.043 0.006 -0.074
H -5.555640 0.642166 0.026390 -0.001 -0.017 -0.066
H -4.522323 2.194369 -4.001835 -0.013 0.026 0.032
H -2.188178 2.081775 -4.689673 0.076 -0.031 0.008
H -0.081904 1.148300 -5.244758 -0.022 0.028 -0.006
H 1.430932 1.770763 -4.564243 -0.018 0.003 -0.025
H 0.026085 2.841451 -4.728595 -0.032 -0.014 0.010
H -3.352506 1.286480 0.049566 -0.056 0.066 -0.021
C 1.386409 5.019500 5.781160 -0.072 -0.021 -0.023
C 0.348362 4.963023 4.692779 0.079 0.031 0.017
C -0.192259 3.741357 4.290124 0.032 -0.036 -0.087
C -1.121537 3.673590 3.266192 -0.022 0.033 0.097
C -1.529577 4.848656 2.650167 -0.102 0.008 -0.063
C -1.015025 6.078210 3.033953 -0.011 -0.034 0.094
C -0.080107 6.126135 4.057883 0.044 -0.006 -0.079
S -2.735782 4.783585 1.362539 0.037 0.088 -0.189
O -3.569703 3.639083 1.589221 0.028 -0.092 0.065
O -3.265264 6.097952 1.186724 0.025 -0.022 0.021
N -1.932849 4.419930 -0.030837 0.281 0.030 0.062
C -1.050601 5.378788 -0.687969 -0.100 -0.017 0.068
C 0.437349 5.306517 -0.258525 -0.181 -0.098 0.083
C 0.817651 3.868833 -0.289561 0.062 0.423 -0.044
O 0.932213 3.242385 -1.383801 -0.120 0.022 0.333
O 0.939259 3.197031 0.774566 -0.346 -0.561 0.092
H 1.171586 4.296351 6.567597 0.003 0.019 0.011
H 1.439092 6.011036 6.226657 -0.003 -0.013 0.017
H 2.375996 4.787663 5.379933 0.002 0.009 0.007
H 0.104148 2.834108 4.806002 -0.001 0.011 0.004
H -1.559645 2.729613 2.965159 -0.014 0.013 0.037
H -1.368192 6.982850 2.556074 -0.024 -0.002 0.037
H 0.312478 7.083856 4.376968 -0.005 -0.009 -0.002
H -1.610389 3.459274 -0.011562 -0.147 -0.007 -0.051
H -1.452558 6.370468 -0.490995 0.047 0.044 -0.073
H -1.108780 5.190062 -1.759480 -0.024 0.065 -0.033
H 0.587880 5.689814 0.749439 -0.007 0.020 -0.013
H 1.043836 5.862746 -0.972997 -0.009 0.044 0.014
C 1.122157 -2.514966 0.178675 -0.087 0.434 0.062
C 1.731983 -3.807085 -0.347185 -0.081 0.083 -0.082
As 1.412987 -5.400000 0.796840 0.549 -0.532 0.114
C 0.690689 -4.589282 2.415931 -0.301 0.041 -0.236
C -0.644626 -4.196994 2.514888 0.108 0.141 0.168
C -1.123552 -3.660842 3.703348 -0.036 -0.020 -0.075
C -0.280050 -3.533254 4.800408 0.035 0.052 0.030
C 1.048107 -3.925039 4.706812 0.024 -0.013 -0.023
C 1.531884 -4.457984 3.516940 -0.026 0.081 -0.039
C -0.189199 -6.141528 -0.005337 -0.078 0.212 -0.050
C -0.560544 -7.402701 0.454196 -0.039 0.029 -0.015
C -1.694086 -8.026315 -0.046960 0.064 0.008 -0.025
C -2.455611 -7.397694 -1.023152 -0.022 -0.045 0.032
C -2.088064 -6.144619 -1.488649 0.043 0.041 -0.071
C -0.948532 -5.522504 -0.993726 -0.104 0.019 0.149
P 1.511339 -1.119287 -0.953078 0.187 -0.321 0.347
C 3.297696 -1.116476 -1.152714 -0.007 0.282 -0.023
C 4.106064 -1.494371 -0.079076 -0.015 -0.095 -0.053
C 5.485327 -1.388631 -0.178299 0.029 0.060 0.013
C 6.063148 -0.879807 -1.334737 -0.035 0.026 0.045
C 5.259122 -0.451736 -2.384031 -0.009 0.037 -0.019
C 3.878809 -0.554173 -2.290740 0.004 0.007 0.052
C 0.711218 -1.684274 -2.464835 -0.304 0.251 0.035
C -0.686370 -1.697349 -2.435831 0.044 -0.006 0.024
C -1.399087 -2.154926 -3.530411 -0.028 -0.043 0.003
C -0.721594 -2.613185 -4.654391 0.027 0.028 0.022
C 0.666474 -2.611316 -4.679054 -0.065 -0.001 -0.040
C 1.388504 -2.142041 -3.590791 0.058 -0.028 0.053
H 1.460337 -2.285439 1.189858 -0.042 -0.070 0.001
H 0.031740 -2.583485 0.205458 -0.015 0.048 0.094
H 2.812601 -3.732191 -0.442355 0.016 0.028 0.051
H 1.350357 -4.054762 -1.337553 -0.007 0.010 0.001
H -1.312808 -4.319286 1.669707 -0.012 -0.049 0.012
H -2.160946 -3.359462 3.778383 -0.002 -0.035 0.028
H -0.664582 -3.148014 5.736106 0.005 0.016 -0.013
H 1.701965 -3.842629 5.565716 -0.017 -0.011 0.003
H 2.560766 -4.794187 3.451335 -0.002 -0.013 0.024
H 0.049433 -7.901227 1.199180 -0.053 -0.033 0.023
H -1.973660 -9.007240 0.314025 0.001 0.006 -0.011
H -3.328342 -7.891757 -1.429423 -0.018 0.024 0.036
H -2.691244 -5.649852 -2.240032 0.038 -0.024 -0.034
H -0.671488 -4.545987 -1.378078 -0.044 -0.005 -0.003
H 3.666011 -1.871165 0.837060 0.019 -0.090 -0.038
H 6.109764 -1.692905 0.651745 -0.007 -0.033 -0.025
H 7.139168 -0.792724 -1.408705 -0.010 -0.036 -0.010
H 5.708231 -0.029449 -3.273610 -0.004 -0.014 0.006
H 3.251574 -0.167300 -3.084171 0.032 -0.052 -0.040
H -1.214889 -1.338368 -1.558269 -0.031 -0.027 -0.025
H -2.481169 -2.157582 -3.505368 0.008 -0.004 0.001
H -1.276633 -2.974760 -5.509861 0.008 -0.007 0.006
H 1.191442 -2.975625 -5.551969 0.012 -0.014 0.019
H 2.468148 -2.158417 -3.622973 -0.007 -0.049 0.001
```
Forces are in eV/Å.

Frontier orbital gap (alpha / beta)   4.963 / 4.595 eV
Energy above the lowest of the compared OMol25 structures with the same formula, charge and spin   2.688 eV
Total charge   +2
F_max   2.0 eV/A
2S+1   2